# 1
The following is a DFT calculation (ωB97M-V/def2-TZVPD) of an isolated ion of composition C6H9N and charge +1 at a distorted geometry.

```
16
Properties=species:S:1:pos:R:3:lowdin_spin:R:1
C 1.66683 0.38374 1.03802 0.02
C 0.25209 0.18951 0.61872 0.13
C -0.87532 0.74759 1.30622 0.35
N -1.92839 0.78078 0.46872 0.06
C -1.56988 0.06216 -0.65918 0.35
C -0.23304 -0.35514 -0.56881 0.05
C 0.45636 -1.25227 -1.53583 0.00
H 2.27148 -0.48032 0.77964 0.00
H 2.16328 1.20319 0.50929 0.01
H 1.66657 0.60927 2.10259 0.00
H -0.98761 1.01720 2.34825 0.01
H -2.67744 1.44867 0.50150 0.00
H -2.08415 0.19698 -1.60302 0.01
H 0.40686 -2.29267 -1.20716 0.00
H 1.51585 -1.00702 -1.59574 0.00
H -0.04350 -1.25166 -2.50321 0.00
```

Results
F_max   0.0309 Eh/bohr
Gap between HOMO and LUMO (spin up / spin down)   10.668 / 7.059 eV
<S²>   0.77
Spin multiplicity   2
Total charge   +1

---

# 2
The following is a DFT calculation (ωB97M-V/def2-TZVPD) of C45H46N8O4PbSi as an isolated structure at a distorted geometry.

```
105
Properties=species:S:1:pos:R:3:lowdin_charge:R:1
Pb 0.40851 1.84894 -0.95075 1.49
O -2.93809 -1.19957 -0.53160 0.02
C -2.23830 -0.31261 -0.99117 -0.42
N -0.88004 -0.31919 -1.08462 0.03
C -0.10485 -1.04066 -0.23465 -0.49
O -0.54599 -2.65200 -0.17595 0.00
C -0.21544 -0.57017 1.20870 -0.18
C -0.63452 -1.28878 2.30730 0.03
C -0.63147 -0.65598 3.54579 0.00
C -0.18142 0.64890 3.64401 -0.01
C 0.21437 1.29819 2.48724 -0.12
N 0.16830 0.71208 1.28969 0.03
C -2.88307 0.93698 -1.53952 -0.23
C -4.20937 0.90968 -1.93674 0.01
C -4.78728 2.08374 -2.39329 -0.01
C -4.02732 3.24395 -2.41185 -0.02
C -2.71471 3.18367 -1.97656 -0.12
N -2.14638 2.05141 -1.55744 0.01
H -0.99246 -2.30243 2.20677 0.13
H -0.98272 -1.18170 4.42334 0.13
H -0.15411 1.16659 4.59231 0.13
H 0.56331 2.32315 2.50899 0.12
H -4.75732 -0.01986 -1.87682 0.14
H -5.81677 2.09592 -2.72514 0.13
H -4.44077 4.18208 -2.75390 0.12
H -2.09413 4.07318 -1.95945 0.11
C 3.70517 1.11302 1.68143 0.00
C 3.93026 2.00355 0.50951 -0.41
N 3.04638 2.30294 -0.42175 -0.04
C 3.68336 3.15179 -1.30540 -0.17
C 4.95993 3.36531 -0.89891 -0.08
N 5.10155 2.62644 0.25252 0.12
H 2.93858 0.37834 1.43760 0.06
H 3.37601 1.68220 2.55278 0.09
H 4.61623 0.58133 1.95438 0.09
H 3.19547 3.53550 -2.18690 0.10
H 5.76189 3.94853 -1.31452 0.12
H 5.93273 2.56869 0.81797 0.17
C -0.03116 -2.16356 -3.66612 -0.06
C 0.43289 -3.07147 -2.51192 -0.49
C -0.71903 -3.30065 -1.51323 -0.04
C 0.80932 -4.44803 -3.09660 -0.06
Si 1.89357 -2.30356 -1.58390 0.70
O 1.19928 -1.07054 -0.60710 -0.13
C 3.20864 -1.49792 -2.59216 -0.21
C 3.50975 -1.85311 -3.90916 -0.08
C 4.56661 -1.25560 -4.58086 -0.06
C 5.33579 -0.29169 -3.94557 -0.06
C 5.05464 0.06988 -2.63472 -0.07
C 4.00539 -0.53518 -1.96259 -0.09
C 2.56237 -3.49426 -0.31245 -0.21
C 2.35428 -3.31161 1.05976 -0.10
C 2.82859 -4.22934 1.99045 -0.06
C 3.53563 -5.34122 1.56226 -0.05
C 3.77778 -5.52794 0.20658 -0.05
C 3.29681 -4.61520 -0.71796 -0.08
H -0.88877 -2.61883 -4.16906 0.10
H 0.75335 -2.04121 -4.41148 0.07
H -0.32448 -1.17428 -3.32038 0.07
H -0.82821 -4.35223 -1.25390 0.15
H -1.67396 -2.91417 -1.85516 0.13
H 0.17542 -3.12142 0.29682 0.12
H -0.05675 -4.88170 -3.60361 0.10
H 1.13185 -5.14964 -2.32686 0.08
H 1.60330 -4.36876 -3.83990 0.08
H 2.92552 -2.60374 -4.42666 0.09
H 4.78999 -1.54327 -5.59941 0.11
H 6.15985 0.17280 -4.47077 0.11
H 5.65971 0.81694 -2.13683 0.10
H 3.80216 -0.25427 -0.93411 0.08
H 1.85589 -2.41653 1.42301 0.09
H 2.66030 -4.06687 3.04726 0.11
H 3.91056 -6.05624 2.28218 0.12
H 4.34555 -6.38591 -0.12791 0.12
H 3.51152 -4.77545 -1.76901 0.11
C -4.46611 -3.07155 2.65564 -0.04
C -4.30400 -1.57839 2.56259 -0.26
C -4.30594 -0.77958 3.70199 -0.04
C -4.15743 0.60050 3.64197 -0.01
C -3.99898 1.20578 2.40098 -0.21
N -3.81547 2.59738 2.21770 0.12
C -3.63573 3.56536 3.16030 -0.50
O -3.84209 3.47442 4.34409 0.12
N -3.14769 4.76698 2.59679 0.14
C -2.09052 4.86832 1.71142 -0.20
C -1.62273 6.12336 1.30339 0.03
C -0.55799 6.20796 0.43064 -0.02
C 0.03808 5.04106 -0.02825 -0.15
N -0.39342 3.84531 0.36749 -0.09
C -1.42930 3.75494 1.20161 -0.11
C -3.98981 0.42391 1.24856 -0.01
C -4.14500 -0.94841 1.33051 -0.04
H -5.02791 -3.35258 3.54505 0.08
H -3.49665 -3.57401 2.71072 0.07
H -4.98965 -3.46606 1.78556 0.08
H -4.45267 -1.24080 4.67162 0.12
H -4.19328 1.19711 4.53953 0.11
H -3.87637 2.91390 1.26289 0.14
H -3.28018 5.55189 3.21933 0.16
H -2.10525 7.02216 1.66805 0.13
H -0.18646 7.17019 0.10758 0.12
H 0.88747 5.06514 -0.70190 0.11
H -1.74088 2.75628 1.47063 0.10
H -3.88318 0.89369 0.27451 0.08
H -4.15029 -1.53160 0.41668 0.10
```

Results
F_max   0.0771 Eh/bohr
Gap between HOMO and LUMO   7.416 eV
Total charge   +2

---

# 3
The following is a DFT calculation (ωB97M-V/def2-TZVPD) of C52H66BKN9O5S7 as an isolated structure at a distorted geometry.

```
141
Properties=species:S:1:pos:R:3:lowdin_charge:R:1
K -1.82535 0.18477 -2.18429 0.63
C -4.16886 2.43190 2.84314 -0.07
C -2.69109 2.24738 2.78943 -0.27
C -1.83262 3.26110 3.01814 0.04
C -0.42637 3.03909 2.93066 -0.24
N 0.04730 1.90556 2.54502 0.17
N -0.80052 0.87689 2.26313 0.05
B 0.00922 -0.36120 1.87431 -0.82
N 1.50074 -0.05201 1.71934 -0.01
N 2.20459 -0.33869 2.82911 0.19
C 3.47635 -0.10414 2.85152 -0.22
C 4.14098 0.43516 1.71302 0.04
C 3.44451 0.72445 0.59115 -0.25
C 4.09187 1.27985 -0.63350 -0.07
C 2.01519 0.48188 0.58148 -0.65
S 1.07066 0.83433 -0.75199 0.76
C 4.23153 -0.42712 4.13071 -0.55
C 5.25993 -1.52659 3.83814 -0.04
C 3.27013 -0.90672 5.21663 -0.07
C 4.95056 0.83702 4.61975 -0.04
N -0.23915 -1.52551 2.91506 -0.02
N -0.29340 -1.56969 4.23047 0.21
C -0.81093 -2.65947 4.74241 -0.21
C -1.28058 -3.72217 3.92321 0.07
C -1.25286 -3.63912 2.56135 -0.21
C -1.81031 -4.63860 1.60599 -0.02
C -0.70964 -2.43491 2.07765 -0.53
S -0.56201 -1.69712 0.52833 0.98
C -0.91771 -2.74262 6.25616 -0.55
C -0.45736 -1.43720 6.90266 -0.05
C -0.03452 -3.89409 6.75392 -0.04
C -2.38138 -3.00239 6.63884 -0.04
C -2.14746 0.92199 2.51687 -0.65
S -3.14013 -0.41287 2.55113 0.75
C 0.57286 4.14923 3.21305 -0.54
C 0.47175 5.18801 2.08907 -0.04
C 0.24016 4.80557 4.55910 -0.05
C 1.99585 3.59404 3.26584 -0.06
H -4.41230 3.49117 2.92694 0.08
H -4.58288 1.89340 3.69742 0.07
H -4.64697 2.01701 1.95551 0.07
H -2.21342 4.25359 3.22494 0.12
H 5.20862 0.61637 1.74719 0.12
H 5.13852 1.51612 -0.44207 0.08
H 3.56100 2.16793 -0.97554 0.07
H 4.02498 0.56031 -1.45255 0.08
H 4.76226 -2.43907 3.50550 0.09
H 5.83186 -1.75563 4.74000 0.08
H 5.96519 -1.22317 3.06209 0.08
H 2.74996 -1.81486 4.91157 0.07
H 2.50656 -0.15720 5.42421 0.08
H 3.83126 -1.10860 6.13216 0.08
H 5.70533 1.17743 3.90890 0.08
H 5.45373 0.63522 5.56764 0.08
H 4.23925 1.64993 4.77471 0.08
H -1.70500 -4.60048 4.39404 0.12
H -2.16914 -5.52767 2.12182 0.08
H -1.05567 -4.92610 0.87106 0.09
H -2.63780 -4.18525 1.05422 0.10
H 0.58772 -1.22925 6.67488 0.06
H -0.57350 -1.51526 7.98557 0.08
H -1.04583 -0.59226 6.54539 0.09
H 1.00996 -3.72155 6.48759 0.08
H -0.34140 -4.85131 6.32795 0.08
H -0.10198 -3.97329 7.84077 0.09
H -3.03483 -2.24532 6.20254 0.09
H -2.49006 -2.96733 7.72437 0.08
H -2.72500 -3.98210 6.30332 0.08
H -0.54249 5.58203 2.00013 0.08
H 0.74297 4.74132 1.13070 0.08
H 1.14601 6.02524 2.28491 0.09
H -0.71078 5.33880 4.52905 0.08
H 1.01746 5.52664 4.82057 0.08
H 0.18601 4.05834 5.35341 0.09
H 2.27496 3.12966 2.32004 0.08
H 2.08844 2.83294 4.04257 0.08
H 2.69368 4.40697 3.48064 0.09
O -5.68625 -0.13394 -3.63727 0.02
C -4.78924 -0.43393 -2.85085 -0.49
N -4.22344 0.28373 -1.89252 0.05
C -4.61105 1.39739 -1.26195 -0.48
O -5.66151 1.63287 -0.67556 0.05
C -3.51621 2.46253 -1.20186 -0.22
C -3.69886 3.63635 -1.92671 -0.01
C -2.73345 4.61859 -1.85934 -0.06
C -1.61954 4.40679 -1.06132 -0.07
C -1.51770 3.20507 -0.38884 -0.18
N -2.43604 2.23896 -0.44914 0.10
C -4.15934 -1.83061 -2.99773 -0.18
C -4.72381 -2.70455 -3.92391 0.00
C -4.23623 -3.99352 -4.01449 -0.07
C -3.19024 -4.37274 -3.18309 -0.09
C -2.66890 -3.42570 -2.31673 -0.16
N -3.13368 -2.18244 -2.21889 0.07
H -4.58029 3.74711 -2.54202 0.13
H -2.83624 5.52804 -2.43852 0.11
H -0.82529 5.13903 -0.99104 0.10
H -0.64839 2.98859 0.22134 0.06
H -5.53396 -2.33347 -4.53529 0.11
H -4.66112 -4.69745 -4.72022 0.10
H -2.78288 -5.37584 -3.20895 0.09
H -1.82187 -3.66468 -1.67956 0.06
C 0.47274 -5.02527 -4.34943 -0.55
C 1.52171 -4.93323 -3.23605 -0.53
S 1.15962 -3.67659 -1.97648 0.83
C 2.44940 -2.43176 -2.24085 -0.55
C 2.49908 -1.81637 -3.63211 -0.52
S 1.04795 -0.77856 -3.98671 0.88
C 0.65059 -1.30661 -5.66978 -0.52
C -0.16004 -2.59210 -5.78480 -0.50
S 0.84111 -4.11825 -5.87584 0.85
H -0.49760 -4.68709 -3.98618 0.04
H 0.36363 -6.06755 -4.65520 0.06
H 2.51546 -4.75209 -3.64729 0.07
H 1.56081 -5.88802 -2.70768 0.06
H 3.41924 -2.86754 -1.98746 0.07
H 2.21494 -1.66818 -1.49497 0.02
H 2.55233 -2.59966 -4.38664 0.03
H 3.40595 -1.21128 -3.71751 0.07
H 1.57000 -1.36381 -6.25584 0.08
H 0.04858 -0.48633 -6.05629 0.04
H -0.74225 -2.56941 -6.70695 0.07
H -0.85961 -2.67699 -4.95267 0.07
C 2.41633 3.51012 -8.81036 -0.06
C 1.45193 3.11101 -7.72508 -0.29
C 1.77503 3.27247 -6.38431 -0.05
C 0.89354 2.88479 -5.38182 -0.05
C -0.32842 2.33222 -5.71998 -0.26
C -0.67081 2.16633 -7.05680 -0.06
C 0.21522 2.55240 -8.04721 -0.05
S -1.48218 1.83314 -4.45684 0.39
O -2.69155 2.57865 -4.71891 -0.29
O -1.62975 0.38274 -4.63323 -0.45
O -0.82531 2.14947 -3.19020 -0.45
H 3.19124 4.17195 -8.42333 0.07
H 1.90362 4.02611 -9.62351 0.07
H 2.91045 2.63487 -9.23895 0.08
H 2.73279 3.70602 -6.11707 0.10
H 1.14121 2.99277 -4.33428 0.11
H -1.63451 1.74045 -7.30721 0.12
H -0.05552 2.42427 -9.08989 0.11
```

Results
F_max   0.0435 Eh/bohr
Gap between HOMO and LUMO   6.817 eV
Total charge   -1

---

# 4
The following is a DFT calculation (ωB97M-V/def2-TZVPD) of C22H33CeN4O6P as an isolated structure at a distorted geometry.

```
67
Properties=species:S:1:pos:R:3:lowdin_spin:R:1
O 2.23464 -0.42817 -2.77802 0.00
H 3.66449 -1.54163 -2.60571 0.00
Ce 0.21731 0.31597 -2.18802 0.02
N 0.79543 2.56794 -1.48895 0.25
N 2.03153 1.03334 -0.03622 0.07
N -1.53702 -1.40925 -2.32586 0.00
N 0.19219 -1.63450 -0.45936 0.00
O 0.30416 2.77065 -2.68318 0.34
O -2.31660 -1.33495 -3.48126 0.00
O 0.98144 -1.75228 0.65355 0.00
O 2.49488 0.26306 0.89145 0.31
C 2.70783 2.20540 -0.24964 0.08
C 2.04345 3.04772 -1.17427 -0.07
C -1.63654 -2.55526 -1.64163 0.00
C -0.64083 -2.69206 -0.61284 0.00
C 2.60695 4.25850 -1.80412 -0.02
H 3.22619 3.98913 -2.67603 -0.01
H 3.23165 4.81882 -1.09534 0.00
H 1.79074 4.90754 -2.14261 0.00
C 3.95642 2.54746 0.47548 0.01
H 4.57995 1.65354 0.58884 0.00
H 3.73180 2.92794 1.48399 0.01
H 4.51844 3.31964 -0.06300 0.00
C -2.66248 -3.61464 -1.88645 0.00
C -0.60074 -3.91339 0.24305 0.00
H -3.18724 -3.40351 -2.82386 0.00
H -3.40328 -3.64963 -1.07059 0.00
H -2.18189 -4.60497 -1.94256 0.00
H 0.32483 -3.94817 0.82459 0.00
H -0.66764 -4.81296 -0.38379 0.00
H -1.44306 -3.94809 0.94880 0.00
H -1.72581 -0.74191 -4.05036 0.00
H 1.60014 -0.91558 0.67878 0.00
C 4.46668 -2.19236 -2.99498 0.00
H 4.59916 -2.08785 -4.07691 0.00
H 4.20639 -3.24276 -2.79837 0.00
H 5.41936 -1.96479 -2.50040 0.00
O -0.45052 0.27933 -4.16577 0.00
H 2.63464 -0.02256 -3.57471 0.00
H -0.42654 0.68248 -5.05425 0.00
C -3.03832 1.94721 0.47843 0.00
P -1.59897 0.83660 0.66530 0.00
C -0.74188 1.69390 2.03839 0.00
C -0.91797 1.45151 3.40756 0.00
C -0.06684 2.05386 4.33795 0.00
C 0.87509 2.99920 3.92478 0.00
C 0.95972 3.34547 2.57076 0.00
C 0.15175 2.70306 1.64239 0.00
C -2.34880 -0.61921 1.46835 0.00
C -3.58882 -1.10100 1.00917 0.00
C -4.14698 -2.25034 1.56513 0.00
C -3.47051 -2.94558 2.57308 0.00
C -2.21894 -2.49790 3.00025 0.00
C -1.64327 -1.36669 2.42289 0.00
H -2.67864 2.92243 0.12566 0.00
H -3.53739 2.06575 1.44996 0.00
H -3.73329 1.52842 -0.25916 0.00
H -1.69624 0.77118 3.75863 0.00
H -0.14560 1.79015 5.39385 0.00
H 1.54218 3.47471 4.64497 0.00
H 1.65174 4.12319 2.23454 0.00
H 0.21608 2.95583 0.57877 0.00
H -4.12683 -0.55968 0.22563 0.00
H -5.12134 -2.59970 1.21453 0.00
H -3.92058 -3.83265 3.02342 0.00
H -1.68036 -3.02537 3.79139 0.00
H -0.65552 -1.04154 2.75393 0.00
```

Results
F_max   0.0726 Eh/bohr
Gap between HOMO and LUMO (spin up / spin down)   6.639 / 6.216 eV
<S²>   0.86
Spin multiplicity   2
Total charge   +1

---

Question: Look up the total charge of the second one.
Answer: +2